Entry from OMol25: C6H10O as an isolated structure (ωB97M-V/def2-TZVPD).

Properties
relative energy (zero: lowest compared OMol25 entry of this formula, charge and spin)	126.8	kcal per mole
gap between HOMO and LUMO	8.661	eV
LUMO level	0.77	eV
charge	0
HOMO energy	-7.89	eV
2S+1	1

Each line ends with the Mulliken charge.
CARTESIAN COORDINATES (ANGSTROEM)
H (0.551, 1.615, -1.914)  0.310
C (-1.087, 0.125, 0.889)  -1.022
O (0.196, -2.004, 0.868)  -0.365
C (-0.329, 1.198, -1.411)  -1.430
C (0.053, -0.709, 1.493)  0.317
H (-1.770, -0.493, 0.298)  0.297
H (0.184, -0.769, 2.574)  0.402
C (1.064, -0.105, 0.495)  -0.299
C (1.129, -1.550, -0.012)  -0.401
H (0.994, -1.883, -1.202)  0.407
H (-1.666, 0.723, 1.598)  0.294
H (-1.144, 1.927, -1.491)  0.367
H (-0.629, 0.292, -1.948)  0.325
H (0.196, 1.842, 0.561)  0.370
H (2.037, 0.314, 0.763)  0.378
C (-0.041, 0.902, 0.047)  0.221
H (0.264, -1.426, -1.607)  -0.169